Below is the ion C3H6N3S with charge +1 in a non-equilibrium geometry, with properties calculated with ωB97M-V/def2-TZVPD.

Calculated values
E_LUMO (eV): -3.7
Highest occupied orbital energy (hartree): -0.47737
ΔE to the lowest compared entry with this formula, charge and spin (eV): 3.093
HOMO-LUMO gap (eV): 9.28
F_max (eV/A): 5.32
Charge: +1
Spin multiplicity: 1

Last column: Mulliken charge in e.
Atoms and positions in Å:
C 1.537 -0.057 -0.142  0.095
C -1.216 -0.012 0.902  -0.495
C -0.611 -0.738 -0.269  0.071
N 0.702 -1.109 -0.321  -0.079
N 0.726 1.106 -0.290  -0.322
N -0.625 0.700 -0.323  0.142
S 3.101 0.074 0.219  -0.270
H -2.342 0.026 0.976  0.281
H -0.783 0.038 1.829  0.289
H -1.456 -1.181 -0.882  0.311
H 1.182 -2.020 -0.169  0.312
H 1.156 1.821 -0.913  0.342
H -1.371 1.350 -0.617  0.323

=====

Below is the molecule C2H8ClN2PS in a non-equilibrium geometry, with properties calculated with ωB97M-V/def2-TZVPD.

Calculated values
E_LUMO (eV): 0.6
Highest occupied orbital energy (hartree): -0.33172
ΔE to the lowest compared entry with this formula, charge and spin (eV): 1.329
HOMO-LUMO gap (eV): 9.61
F_max (eV/A): 4.08
Spin multiplicity: 1

Last column: Mulliken charge in e.
Atoms and positions in Å:
C 0.394 -0.372 1.539  -0.949
C 0.480 1.643 0.269  -1.121
N -0.187 -1.912 -1.677  -0.648
N -0.057 0.338 0.301  0.048
P -0.860 -0.255 -0.976  0.662
S -1.031 1.128 -2.360  -0.407
Cl -2.517 -1.001 -0.145  -0.234
H 1.510 -0.364 1.599  0.289
H -0.142 0.152 2.350  0.368
H 0.000 -1.416 1.518  0.352
H -0.079 2.393 -0.302  0.417
H 0.258 1.966 1.265  0.340
H 1.524 1.566 0.112  0.333
H 0.261 -1.566 -2.509  0.285
H 0.447 -2.299 -0.983  0.263

=====

Below is a cluster of 4 separate species, C4H11NS2 in total in a non-equilibrium geometry, with properties calculated with ωB97M-V/def2-TZVPD.

Calculated values
E_LUMO (eV): -3.0
Highest occupied orbital energy (hartree): -0.34549
ΔE to the lowest compared entry with this formula, charge and spin (eV): 11.289
HOMO-LUMO gap (eV): 6.37
F_max (eV/A): 3.42
Spin multiplicity: 1

Last column: Mulliken charge in e.
Atoms and positions in Å:
S 7.490 -0.353 1.212  -0.210
S -2.810 0.644 -0.762  -0.266
C -5.181 -0.918 1.507  -0.314
C -5.904 0.047 1.083  -0.105
C -5.363 -1.182 0.046  -0.899
N 5.287 -0.018 -0.386  -0.521
C 5.603 1.317 -0.932  -0.692
H -3.296 -0.603 0.112  0.133
H -4.645 -0.698 -0.631  0.310
H -4.335 -0.976 2.183  0.297
H -6.076 0.957 0.546  0.340
H -3.086 -0.698 -0.801  0.262
H -5.800 -2.152 -0.144  0.243
H 6.215 -0.407 -0.190  0.246
H 4.758 0.059 0.479  0.281
H 6.191 1.132 -1.831  0.301
H 6.181 1.911 -0.224  0.290
H 4.771 1.938 -1.264  0.304

=====

Below is a structure of composition C44H62BN10ORbS2 in a non-equilibrium geometry, with properties calculated with ωB97M-V/def2-TZVPD.

Calculated values
E_LUMO (eV): 3.8
Highest occupied orbital energy (hartree): -0.05584
ΔE to the lowest compared entry with this formula, charge and spin (eV): 0.109
HOMO-LUMO gap (eV): 5.35
F_max (eV/A): 2.37
Charge: -2
Spin multiplicity: 1

Last column: Mulliken charge in e.
Atoms and positions in Å:
Rb -18.447 -10.598 8.139  0.867
C -19.271 -3.781 6.114  -1.116
C -18.507 -4.998 5.563  -1.109
C -19.035 -6.324 5.998  0.602
C -19.989 -7.034 5.352  0.079
C -20.648 -6.722 4.064  -0.718
C -22.014 -6.106 4.341  -1.027
C -20.300 -8.159 6.205  0.660
C -21.265 -9.081 5.930  -0.654
C -21.732 -10.154 6.757  -0.271
C -22.807 -11.058 6.434  1.067
C -23.667 -11.065 5.230  -1.183
C -23.176 -11.871 4.051  -1.078
C -22.934 -11.858 7.541  0.729
C -21.887 -11.468 8.469  -0.711
C -21.686 -12.047 9.762  -0.314
C -20.750 -11.693 10.702  -0.180
N -19.828 -10.665 10.553  -0.326
C -19.231 -10.548 11.742  0.739
C -18.315 -9.536 12.026  -0.687
C -17.941 -8.456 11.244  0.622
N -18.215 -8.324 9.935  -0.166
C -17.750 -7.131 9.532  0.693
C -17.931 -6.507 8.289  -0.826
C -18.775 -7.004 7.270  -0.202
N -19.558 -8.089 7.379  -0.549
C -17.129 -6.412 10.680  -0.182
C -17.257 -7.240 11.738  0.035
C -16.921 -6.933 13.191  -1.292
C -18.109 -6.461 14.069  -1.096
C -16.576 -5.038 10.657  -0.925
C -15.176 -4.892 10.045  -1.253
C -19.659 -11.627 12.648  0.277
C -20.634 -12.335 12.009  0.352
C -21.430 -13.533 12.472  -0.829
C -20.862 -14.916 12.207  -1.143
C -19.227 -11.759 14.092  -1.105
C -20.054 -10.773 14.910  -0.924
N -21.171 -10.443 7.945  -0.418
C -23.973 -12.936 7.733  -1.093
C -25.085 -12.429 8.662  -1.393
H -18.919 -2.829 5.756  0.431
H -19.216 -3.850 7.217  0.205
H -20.312 -3.860 5.925  0.235
H -17.425 -4.877 5.844  0.351
H -18.459 -4.957 4.494  0.601
H -20.812 -7.648 3.504  0.202
H -20.057 -6.066 3.423  0.394
H -22.688 -6.757 4.893  0.253
H -22.497 -5.750 3.420  0.365
H -21.899 -5.232 4.960  0.216
H -21.833 -8.959 5.027  0.413
H -23.923 -10.060 4.921  0.434
H -24.665 -11.411 5.491  0.472
H -22.194 -11.552 3.684  0.123
H -23.912 -11.877 3.237  0.499
H -23.035 -12.920 4.291  0.268
H -22.411 -12.783 10.029  0.260
H -17.979 -9.528 13.101  0.019
H -17.458 -5.529 8.131  0.255
H -16.108 -6.210 13.219  0.566
H -16.470 -7.829 13.607  0.448
H -18.625 -5.604 13.667  0.313
H -17.828 -6.213 15.077  0.435
H -18.822 -7.293 14.055  0.108
H -16.538 -4.687 11.673  0.537
H -17.251 -4.398 10.131  0.412
H -14.437 -5.415 10.635  0.310
H -14.878 -3.851 10.136  0.426
H -15.144 -5.208 8.977  0.269
H -22.424 -13.517 12.014  0.327
H -21.660 -13.430 13.540  0.400
H -20.766 -15.093 11.133  0.212
H -21.552 -15.706 12.496  0.413
H -19.885 -15.092 12.661  0.303
H -18.150 -11.626 14.139  0.409
H -19.371 -12.815 14.428  0.393
H -19.919 -9.749 14.485  0.114
H -19.788 -10.737 15.983  0.357
H -21.145 -10.946 14.860  0.293
H -23.460 -13.820 8.203  0.304
H -24.364 -13.305 6.784  0.537
H -24.641 -12.015 9.588  0.248
H -25.803 -13.189 8.994  0.395
H -25.645 -11.606 8.213  0.309
C -13.828 -10.602 6.764  -1.006
N -14.192 -11.968 6.457  0.309
C -13.545 -13.115 6.901  -0.475
C -14.227 -14.150 6.354  -0.563
N -15.263 -13.655 5.603  0.200
B -16.192 -14.570 4.693  0.343
N -17.723 -14.360 4.884  0.334
C -18.551 -14.186 3.800  -0.967
C -19.816 -14.040 4.250  -0.093
N -19.737 -14.135 5.631  0.463
C -20.829 -13.901 6.516  -0.323
C -18.466 -14.333 6.012  -0.180
S -17.968 -14.456 7.655  -0.381
C -15.267 -12.314 5.724  -0.400
S -16.415 -11.190 5.029  -0.319
H -13.946 -9.997 5.875  0.322
H -12.778 -10.634 7.079  0.302
H -14.426 -10.242 7.576  0.453
H -12.664 -13.133 7.518  0.432
H -14.075 -15.218 6.491  0.406
H -15.860 -14.354 3.519  -0.229
H -15.840 -15.722 4.972  -0.238
H -18.112 -14.222 2.818  0.465
H -20.735 -13.841 3.704  0.269
H -21.741 -13.650 5.934  -0.072
H -20.691 -12.996 7.079  0.152
H -21.032 -14.731 7.229  0.082
O -19.697 -10.755 3.467  -0.649
H -19.827 -10.326 4.323  0.363
H -18.937 -11.338 3.555  0.201
N -15.253 -9.392 9.645  -0.414
N -15.625 -10.678 10.226  -0.662
H -14.950 -8.859 10.420  0.354
H -16.120 -8.917 9.337  0.139
H -16.532 -10.534 10.743  0.337
H -15.825 -11.278 9.460  0.261

=====

Below is a structure of composition C41H58AgO9P2, with properties calculated with ωB97M-V/def2-TZVPD.

Calculated values
E_LUMO (eV): 2.1
Highest occupied orbital energy (hartree): -0.13473
ΔE to the lowest compared entry with this formula, charge and spin (eV): 4.409
HOMO-LUMO gap (eV): 5.77
F_max (eV/A): 0.53
Charge: -1
Spin multiplicity: 1

Last column: Mulliken charge in e.
Atoms and positions in Å:
Ag -0.954 -0.782 -0.863  0.059
C 2.386 4.774 -0.324  -1.780
C 2.161 3.276 -0.254  1.675
C 1.568 2.685 -1.513  -0.502
O 1.356 3.020 0.947  -0.237
P -0.109 2.453 1.031  -1.310
O -0.379 1.164 0.400  1.655
C -1.224 3.772 0.464  -0.053
P -2.763 3.100 -0.215  0.807
O -2.599 2.482 -1.530  -0.923
O -3.786 4.322 -0.316  -0.439
C -4.194 5.311 0.644  0.446
C -3.286 6.528 0.576  -1.353
C -4.347 4.763 2.052  -0.742
O -3.314 2.195 0.957  0.375
C -3.694 0.791 0.742  0.772
C -5.199 0.727 0.603  -1.752
C -3.168 0.006 1.919  -0.922
O -0.327 2.381 2.600  -0.073
C 0.162 3.374 3.524  0.770
C -0.927 3.581 4.557  -1.314
C 1.463 2.887 4.129  -1.499
H 3.168 4.990 -1.053  0.448
H 2.698 5.165 0.645  0.358
H 1.477 5.293 -0.639  0.278
H 3.101 2.768 -0.038  -0.693
H 0.616 3.154 -1.779  0.199
H 1.428 1.604 -1.430  -0.444
H 2.268 2.865 -2.331  0.516
H -0.753 4.335 -0.343  0.416
H -1.401 4.452 1.298  -0.013
H -5.181 5.609 0.284  0.374
H -2.312 6.340 1.028  0.242
H -3.749 7.359 1.111  0.451
H -3.135 6.825 -0.462  0.317
H -3.390 4.446 2.468  -0.206
H -5.014 3.904 2.066  0.203
H -4.757 5.544 2.695  0.500
H -3.217 0.460 -0.179  0.196
H -5.683 1.084 1.516  0.315
H -5.503 -0.306 0.427  0.390
H -5.538 1.332 -0.239  0.381
H -3.592 0.391 2.851  0.402
H -2.082 0.069 1.966  -0.103
H -3.443 -1.042 1.798  0.082
H 0.340 4.308 2.978  0.293
H -1.093 2.656 5.110  0.318
H -1.865 3.862 4.078  0.137
H -0.640 4.364 5.260  0.416
H 1.301 1.926 4.621  0.332
H 1.826 3.603 4.868  0.466
H 2.221 2.758 3.358  0.182
C 0.993 -6.364 -3.700  -1.599
C 1.324 -4.949 -3.307  0.804
C 1.516 -3.961 -4.263  -0.923
C 1.787 -2.641 -3.918  1.051
C 1.958 -1.606 -4.997  -1.638
C 1.859 -2.277 -2.569  0.412
C 1.664 -3.275 -1.634  -0.067
C 0.783 -3.560 0.594  -1.040
C 1.413 -4.593 -1.969  -0.565
C 2.081 -0.812 -2.198  0.038
O 3.142 -0.292 -2.542  -0.778
O 1.106 -0.257 -1.618  -0.727
H 1.328 -6.578 -4.715  0.384
H -0.085 -6.534 -3.661  0.249
H 1.464 -7.082 -3.027  0.373
H 1.453 -4.223 -5.315  0.322
H 2.073 -2.083 -5.971  0.422
H 2.819 -0.974 -4.789  0.308
H 1.081 -0.954 -5.039  0.296
H 0.804 -3.008 1.524  0.273
H 1.072 -4.591 0.781  0.253
H -0.184 -3.474 0.098  0.400
H 1.284 -5.344 -1.203  0.350
C -2.372 -2.276 -0.692  -0.928
C -3.208 -3.159 -0.593  0.027
C -4.165 -4.217 -0.474  0.682
C -5.071 -4.259 0.593  -0.244
C -5.992 -5.287 0.707  -0.519
C -6.034 -6.302 -0.239  -0.422
C -5.142 -6.274 -1.303  -0.438
C -4.220 -5.247 -1.421  -0.500
H -5.036 -3.469 1.333  0.378
H -6.682 -5.297 1.543  0.372
H -6.754 -7.106 -0.149  0.360
H -5.164 -7.060 -2.049  0.351
H -3.524 -5.223 -2.250  0.503
C 6.179 1.944 0.394  -1.462
C 5.405 0.653 0.356  0.504
C 5.897 -0.472 -0.286  -1.089
C 5.181 -1.661 -0.348  0.988
C 5.759 -2.816 -1.120  -1.897
C 3.921 -1.768 0.277  1.719
C 3.256 -3.072 0.337  -2.028
O 1.773 -2.929 -0.256  1.321
C 3.432 -0.633 0.958  0.326
C 2.148 -0.695 1.730  -0.631
C 4.166 0.542 0.973  -0.435
H 7.051 1.895 -0.260  0.365
H 6.533 2.174 1.403  0.307
H 5.566 2.787 0.065  0.215
H 6.857 -0.416 -0.794  0.188
H 6.706 -2.532 -1.579  0.359
H 5.075 -3.127 -1.914  0.324
H 5.939 -3.688 -0.484  0.364
H 3.652 -3.772 -0.393  0.372
H 2.193 -1.523 2.446  0.633
H 1.285 -0.841 1.081  -0.581
H 1.983 0.234 2.279  -0.022
H 3.755 1.399 1.505  0.528

=====

Below is a cluster of 2 separate species, C2H5ClS in total in a non-equilibrium geometry, with properties calculated with ωB97M-V/def2-TZVPD.

Calculated values
E_LUMO (alpha / beta) (eV): -0.1 / 0.4
Highest occupied orbital energy (alpha / beta) (hartree): -0.31032 / -0.28940
ΔE to the lowest compared entry with this formula, charge and spin (eV): 3.621
HOMO-LUMO gap (alpha / beta) (eV): 8.38 / 8.26
F_max (eV/A): 3.62
Spin multiplicity: 1

Last column: Mulliken charge in e.
Atoms and positions in Å:
C -1.144 -0.095 0.195  -0.940
C 1.446 -0.189 -0.625  -0.259
S 2.113 1.230 0.084  -0.119
Cl 2.042 -1.727 -0.181  -0.121
H -1.358 0.857 -0.168  0.344
H -1.184 -1.070 -0.281  0.349
H -0.737 0.020 1.159  0.295
H 1.328 0.118 -1.646  0.348
H 2.383 0.940 1.258  0.101